197
Properties=species:S:1:pos:R:3:forces:R:3:lowdin_charge:R:1 method="wB97M-V/def2-TZVPD" gap_ha=0.3409 spin_multiplicity=1 energy_ev=-90126.3967 relative_energy_ev=0.0000
C -1.350 -1.213 2.067 1.3 0.2 -1.1 -0.063
O -0.341 -0.967 0.996 -0.7 -0.3 1.7 -0.201
C 0.983 -1.218 1.493 0.3 -0.7 0.4 -0.247
C 2.030 -1.010 0.367 -2.0 0.4 2.6 -0.181
N 1.994 0.431 0.177 0.0 -0.5 -0.1 -0.072
C 2.811 0.792 -0.913 1.7 0.6 -1.0 -0.241
C 4.330 0.900 -0.578 -0.2 -0.5 0.1 -0.165
O 5.009 -0.377 -0.447 -2.4 -0.4 -0.3 -0.214
C 6.295 -0.428 0.062 0.9 1.3 -0.8 -0.138
H -1.454 -2.289 2.203 -0.1 0.0 0.0 0.081
H -2.304 -0.749 1.815 0.2 -0.1 -0.5 0.079
H -1.045 -0.767 3.014 0.3 0.1 0.0 0.077
H 1.102 -2.195 1.962 -0.5 -0.8 -0.6 0.109
H 1.184 -0.620 2.383 0.1 0.9 -0.3 0.111
H 1.679 -1.647 -0.444 0.3 0.2 -0.6 0.123
H 3.015 -1.306 0.726 -0.1 -0.1 -0.2 0.117
H 1.057 0.714 -0.074 -0.3 -0.2 0.3 0.108
H 2.493 1.778 -1.250 0.3 0.3 0.0 0.119
H 2.634 0.147 -1.774 0.3 -0.3 -0.3 0.117
H 4.374 1.462 0.355 0.2 0.0 0.2 0.118
H 4.795 1.489 -1.368 0.3 0.0 -0.1 0.112
H 6.383 -0.126 1.106 -0.1 0.0 0.2 0.086
H 6.878 0.250 -0.561 0.6 0.4 0.3 0.080
H 6.781 -1.388 -0.108 -0.6 -0.3 0.2 0.087
C -12.942 6.127 0.164 0.2 0.5 -0.3 -0.131
O -12.486 4.838 0.445 0.4 -1.1 0.1 -0.207
C -11.892 4.707 1.741 0.0 -0.9 0.0 -0.181
C -11.300 3.268 2.066 -1.2 0.3 -1.3 -0.182
N -10.079 2.885 1.350 -0.6 1.0 0.9 -0.073
C -10.218 2.647 -0.072 -0.4 -0.2 -0.6 -0.211
C -11.249 1.555 -0.378 0.9 -0.7 -1.3 -0.194
O -11.126 1.190 -1.779 0.2 0.7 0.5 -0.204
C -11.732 -0.048 -2.056 -0.1 0.3 0.1 -0.129
H -13.567 6.106 -0.729 0.1 -0.2 0.0 0.090
H -12.103 6.793 -0.037 0.2 0.2 0.0 0.085
H -13.521 6.593 0.961 -0.2 -0.2 0.4 0.083
H -12.719 4.929 2.417 0.3 0.1 0.7 0.114
H -11.073 5.419 1.840 0.0 0.4 0.2 0.114
H -12.079 2.559 1.787 -0.1 -0.1 0.3 0.099
H -11.102 3.123 3.128 -0.2 0.5 0.1 0.111
H -9.544 3.736 1.452 0.9 -0.1 -0.1 0.096
H -9.216 2.360 -0.387 -0.2 -0.4 -0.4 0.121
H -10.496 3.530 -0.648 -0.1 0.2 0.0 0.111
H -12.285 1.840 -0.195 0.0 0.2 0.1 0.115
H -10.999 0.661 0.194 -0.1 -0.1 0.4 0.120
H -12.783 -0.010 -1.770 -0.2 -0.3 0.2 0.084
H -11.196 -0.835 -1.526 -0.2 -0.3 0.1 0.084
H -11.712 -0.251 -3.126 0.3 0.2 0.0 0.085
C 7.362 -4.680 6.733 0.1 0.3 0.0 -0.059
C 7.084 -3.357 7.452 0.3 0.8 -0.3 -0.459
C 5.940 -2.557 6.823 0.2 -0.3 0.0 -0.204
O 5.770 -1.255 7.420 0.0 -1.1 -0.6 -0.184
C 4.659 -0.594 6.841 -0.3 0.2 1.1 -0.118
N 6.750 -3.587 8.835 -1.2 -0.3 0.8 0.026
H 6.475 -5.313 6.716 0.0 -0.1 0.5 0.079
H 8.181 -5.150 7.277 -0.2 -0.4 0.0 0.073
H 7.663 -4.635 5.687 0.2 0.6 0.0 0.072
H 7.945 -2.694 7.536 0.6 0.0 -1.2 0.133
H 5.056 -3.186 6.933 -0.5 0.2 0.4 0.124
H 6.069 -2.482 5.744 0.3 0.3 -0.2 0.122
H 3.742 -1.170 6.962 0.0 -0.6 -0.5 0.085
H 4.837 -0.281 5.812 0.0 -0.1 -0.1 0.088
H 4.416 0.259 7.475 0.5 0.4 -0.2 0.085
H 6.454 -2.676 9.155 -0.2 0.0 0.6 0.065
H 7.528 -3.868 9.414 0.2 -0.1 -0.2 0.073
C 14.803 5.131 -4.299 -0.1 0.4 -0.1 -0.058
C 13.342 4.721 -4.511 1.3 0.1 1.7 -0.561
C 12.507 5.868 -4.936 -0.3 0.6 -0.4 -0.063
O 13.232 3.654 -5.383 -0.3 -0.8 -1.2 -0.025
H 15.215 5.553 -5.216 0.0 0.0 -0.1 0.084
H 15.464 4.334 -3.959 -0.2 -0.3 -0.1 0.075
H 14.847 5.913 -3.541 0.0 0.0 0.1 0.075
H 12.938 4.437 -3.539 0.1 -0.3 0.4 0.128
H 12.872 6.757 -4.421 -0.2 0.1 0.0 0.080
H 11.475 5.696 -4.631 -0.1 0.2 -0.4 0.083
H 12.611 6.023 -6.009 -0.2 0.1 0.0 0.091
H 13.960 3.046 -5.233 0.0 -0.1 0.0 0.090
C -2.306 -6.093 8.727 1.6 -0.4 -0.2 -0.046
C -1.512 -7.193 7.962 -0.9 -0.2 0.4 -0.503
C -2.052 -7.591 6.612 0.1 -0.1 -0.6 -0.067
O -0.130 -6.868 7.873 0.1 0.2 -0.2 -0.049
H -2.376 -5.141 8.202 -0.3 -0.2 -0.4 0.075
H -1.607 -5.871 9.534 -0.4 0.1 0.5 0.069
H -3.259 -6.460 9.110 0.0 0.2 -0.1 0.075
H -1.579 -8.103 8.559 -0.2 0.0 0.4 0.126
H -3.139 -7.671 6.607 0.0 0.1 0.1 0.078
H -1.662 -8.569 6.328 0.0 -0.1 0.1 0.074
H -1.727 -6.923 5.815 -0.1 0.3 0.1 0.080
H 0.349 -7.464 8.453 0.1 0.1 0.0 0.088
C 1.382 -7.588 -3.137 -0.3 0.4 0.2 -0.060
C 0.823 -8.645 -2.199 1.0 -0.1 0.5 -0.526
C 1.372 -8.592 -0.772 0.9 -0.8 -0.3 -0.060
O -0.564 -8.552 -2.099 -1.1 0.0 -0.5 -0.042
H 0.837 -7.622 -4.080 0.0 0.0 0.0 0.081
H 2.448 -7.650 -3.355 0.0 -0.3 0.2 0.080
H 1.202 -6.621 -2.667 0.0 0.3 -0.1 0.079
H 1.057 -9.610 -2.649 -0.1 -0.3 0.2 0.134
H 1.144 -9.522 -0.252 -0.3 0.0 0.0 0.074
H 0.988 -7.788 -0.145 0.1 0.3 -0.4 0.080
H 2.461 -8.582 -0.827 0.2 0.4 0.2 0.073
H -0.769 -7.614 -2.082 -0.3 0.1 0.1 0.087
C 7.496 -1.559 -8.034 -1.5 0.0 0.0 -0.063
C 7.669 -0.220 -8.785 0.5 -1.6 1.5 -0.507
C 6.946 0.889 -8.077 -0.6 0.4 -0.8 -0.070
O 9.038 0.076 -8.803 1.1 0.3 -1.1 -0.054
H 7.733 -2.485 -8.558 0.5 0.3 -0.3 0.073
H 6.430 -1.664 -7.831 -0.3 -0.1 0.1 0.067
H 7.943 -1.576 -7.040 0.4 0.2 -0.1 0.077
H 7.322 -0.359 -9.809 0.2 0.3 -0.1 0.140
H 7.131 1.805 -8.638 0.1 0.2 0.2 0.083
H 7.306 1.004 -7.054 -0.1 0.0 0.1 0.086
H 5.868 0.732 -8.115 -0.1 0.0 0.3 0.081
H 9.350 0.306 -7.924 -0.2 0.0 0.1 0.088
C 4.140 8.301 -5.023 0.3 -0.5 0.2 -0.065
C 3.901 9.783 -4.791 -1.2 -0.2 1.4 -0.482
C 3.909 10.285 -3.260 0.1 -1.0 -0.5 -0.041
O 4.839 10.445 -5.580 0.9 0.7 -0.1 -0.048
H 3.359 7.640 -4.646 -0.1 0.3 0.3 0.077
H 5.099 7.990 -4.608 0.0 0.0 0.3 0.079
H 4.226 8.049 -6.080 -0.1 0.5 -0.2 0.077
H 2.925 10.026 -5.212 -0.4 0.0 0.2 0.121
H 3.387 11.219 -3.052 0.3 0.4 -0.7 0.063
H 4.911 10.295 -2.831 0.3 0.4 -0.5 0.070
H 3.417 9.644 -2.528 -0.4 -0.7 -0.5 0.062
H 4.820 11.369 -5.323 0.1 0.2 -0.1 0.089
C 14.757 -3.462 -2.782 0.0 -1.5 -0.7 -0.070
C 15.947 -2.569 -2.947 -0.3 1.0 -0.1 -0.519
C 17.276 -3.087 -2.478 -0.2 -0.7 0.3 -0.064
O 16.045 -2.121 -4.312 -0.1 0.2 0.6 -0.051
H 14.663 -3.831 -1.761 -0.4 0.3 0.1 0.085
H 14.860 -4.362 -3.388 0.7 -0.5 0.0 0.074
H 13.845 -3.115 -3.268 -0.1 0.9 0.8 0.084
H 15.762 -1.711 -2.300 -0.1 0.6 -0.5 0.132
H 18.047 -2.389 -2.804 0.1 -0.3 0.0 0.086
H 17.412 -4.107 -2.840 0.5 0.0 -0.3 0.080
H 17.296 -3.161 -1.391 0.0 0.1 0.1 0.080
H 16.204 -2.905 -4.842 0.0 -0.1 -0.2 0.083
C -2.890 7.824 2.009 -0.5 -0.2 -0.6 -0.058
C -3.717 6.505 1.944 -0.3 0.2 2.3 -0.431
C -3.003 5.342 2.664 0.6 0.0 0.1 -0.068
O -4.950 6.705 2.672 -0.4 0.2 -0.2 -0.090
H -1.944 7.761 1.470 -0.1 0.0 -0.2 0.074
H -2.647 8.189 3.007 0.0 -0.9 0.5 0.074
H -3.484 8.673 1.671 0.0 -0.2 -0.7 0.072
H -4.180 6.209 1.003 1.0 0.2 -0.5 0.135
H -2.956 5.506 3.741 -0.5 0.4 0.2 0.072
H -1.934 5.241 2.475 0.0 -0.1 -0.8 0.071
H -3.496 4.375 2.555 0.0 0.1 -0.3 0.075
H -4.763 7.059 3.544 0.2 0.0 0.1 0.075
C -4.818 4.889 -6.656 0.5 -0.1 0.9 -0.049
C -4.043 6.157 -7.002 2.3 0.0 0.9 -0.480
C -2.850 6.618 -6.069 -2.2 -0.7 1.0 -0.056
O -3.325 5.889 -8.172 -0.7 -0.1 -2.2 -0.070
H -4.928 4.776 -5.578 -0.2 0.3 0.2 0.072
H -4.253 3.997 -6.925 0.0 0.1 -0.4 0.081
H -5.820 4.852 -7.085 0.2 0.1 -0.2 0.077
H -4.729 7.003 -7.042 -0.2 0.1 -0.5 0.126
H -2.037 5.895 -5.998 -0.3 -0.2 0.0 0.078
H -3.382 6.720 -5.124 0.8 0.4 0.7 0.066
H -2.405 7.568 -6.366 -0.4 0.1 -0.2 0.070
H -2.909 6.714 -8.430 0.1 0.0 -0.2 0.085
C -10.080 -5.896 2.693 -0.1 -0.8 -0.4 -0.064
C -11.603 -6.197 2.855 1.2 1.0 0.4 -0.452
C -11.946 -7.115 4.029 -0.4 0.5 -0.5 -0.063
O -12.265 -4.911 3.006 0.3 -0.9 -0.2 -0.066
H -9.672 -5.232 3.455 -0.2 0.2 0.1 0.074
H -9.843 -5.513 1.700 -0.4 0.5 0.1 0.073
H -9.441 -6.780 2.708 -0.3 -0.4 0.4 0.071
H -11.925 -6.637 1.912 -0.4 0.1 0.1 0.129
H -11.505 -6.794 4.973 0.5 -0.1 -0.1 0.077
H -11.697 -8.140 3.753 0.1 -0.1 0.4 0.077
H -13.015 -7.022 4.223 -0.1 -0.3 -0.3 0.074
H -11.631 -4.408 3.522 -0.2 0.4 0.1 0.068
C -7.666 -0.153 7.789 -0.1 -1.3 1.5 -0.052
C -8.370 -1.519 7.538 -0.4 1.2 -0.5 -0.469
C -9.085 -2.177 8.699 0.1 -0.3 0.5 -0.065
O -9.418 -1.205 6.616 -0.7 -0.6 -0.4 -0.077
H -8.342 0.472 8.372 -0.4 0.3 -0.6 0.078
H -7.334 0.276 6.843 0.0 0.1 0.2 0.078
H -6.856 -0.228 8.514 0.6 -0.3 -0.4 0.073
H -7.700 -2.254 7.094 0.3 0.1 -0.2 0.125
H -9.806 -2.935 8.393 -0.1 0.2 -0.7 0.077
H -9.651 -1.446 9.277 0.2 0.0 0.2 0.081
H -8.422 -2.790 9.310 0.3 0.5 0.4 0.076
H -9.249 -0.425 6.083 0.4 0.0 0.1 0.075
C -5.561 -3.094 -3.922 -1.2 0.0 -0.8 -0.080
C -4.115 -3.293 -4.100 0.0 0.2 0.4 -0.544
C -3.426 -2.003 -4.428 0.7 0.0 -0.1 -0.066
O -3.698 -3.853 -2.863 1.2 -0.4 -0.1 -0.049
H -5.977 -2.706 -4.852 -0.5 0.0 0.0 0.085
H -5.729 -2.366 -3.129 -0.1 0.0 0.1 0.088
H -5.998 -4.056 -3.655 -0.3 0.2 0.0 0.088
H -3.881 -3.975 -4.917 -0.1 -0.5 0.3 0.143
H -3.801 -1.602 -5.369 0.1 0.0 0.0 0.085
H -2.368 -2.250 -4.524 0.2 0.5 -0.1 0.084
H -3.572 -1.251 -3.653 0.0 0.0 0.1 0.084
H -3.657 -3.121 -2.243 0.1 0.0 0.2 0.083